The following is a DFT calculation (ωB97M-V with the def2-TZVPD basis set) of a structure of composition C21H25BF7O21Pd.

Computed properties:
HOMO (alpha / beta): -5.2 / -10.0 eV
Multiplicity: 4
Largest force on an atom: 5.19 eV Å⁻¹
Total energy: -88348.7811 eV

Positions of all 76 atoms, in Å:
Pd: -0.741 2.297 0.224
B: -0.046 0.376 -0.590
H: 0.733 0.893 -0.052
H: -0.757 0.105 0.174
H: -0.401 1.098 -1.309
H: 0.300 -0.553 -1.015
C: -4.147 0.622 3.947
C: -3.449 -0.664 4.218
O: -2.128 -0.270 3.847
C: -2.239 0.718 2.838
O: -1.307 1.098 2.166
O: -3.427 1.283 2.943
F: -3.851 -1.639 3.452
H: -4.230 1.270 4.820
H: -5.184 0.463 3.652
H: -3.568 -0.954 5.262
C: 3.846 -1.414 0.700
C: 3.541 -2.173 -0.579
O: 3.412 -3.451 -0.168
C: 3.747 -3.566 1.223
O: 3.722 -4.625 1.804
O: 3.962 -2.350 1.722
F: 4.485 -1.898 -1.456
H: 3.074 -0.658 0.845
H: 4.814 -0.945 0.523
H: 2.602 -1.691 -0.851
C: -0.615 -3.010 -0.998
C: -0.408 -3.550 0.406
O: -0.946 -4.856 0.301
C: -1.248 -5.195 -0.950
O: -1.724 -6.279 -1.369
O: -1.144 -4.159 -1.736
F: -1.148 -2.813 1.251
H: 0.374 -2.804 -1.407
H: -1.308 -2.169 -1.030
H: 0.639 -3.543 0.708
C: -1.676 0.771 -4.130
C: -1.602 -0.711 -4.410
O: -2.117 -0.783 -5.660
C: -1.938 0.428 -6.377
O: -2.142 0.597 -7.511
O: -1.665 1.418 -5.438
F: -2.208 -1.367 -3.459
H: -0.915 1.109 -3.427
H: -2.582 0.815 -3.525
H: -0.526 -0.823 -4.276
C: 3.959 3.730 3.502
C: 3.579 2.995 4.891
O: 2.627 2.088 4.337
C: 2.159 2.443 3.156
O: 1.466 1.742 2.488
O: 2.887 3.504 2.673
F: 3.072 3.807 5.850
H: 4.818 3.123 3.219
H: 4.191 4.793 3.574
H: 4.348 2.315 5.258
C: -4.963 -1.260 -0.722
C: -5.910 -0.085 -0.647
O: -5.110 0.973 -1.003
C: -3.843 0.769 -0.806
O: -2.945 1.578 -1.034
O: -3.701 -0.533 -0.482
F: -6.382 0.081 0.599
H: -4.835 -1.693 -1.715
H: -5.212 -2.034 0.003
H: -6.768 -0.202 -1.310
C: 4.112 2.538 -2.653
C: 4.614 2.089 -1.322
O: 3.340 2.051 -0.647
C: 2.523 2.956 -1.128
O: 1.546 3.359 -0.592
O: 3.047 3.370 -2.250
F: 5.466 3.017 -0.840
H: 3.939 1.644 -3.252
H: 4.850 3.180 -3.132
H: 5.265 1.214 -1.316